[1]
CH4BaFOV as an isolated structure, computed with wB97M-V/def2-TZVPD.

Output
Molecular weight (g/mol): 239.31
E (eV): -32195.6526
Gap between HOMO and LUMO (alpha / beta) (Ha): 0.32773 / 0.30992
Total charge: +4
⟨S²⟩: 6.01
HOMO (alpha / beta) (eV): -27.34 / -29.73
Spin multiplicity: 5

Atoms and positions in Å:
Ba1 -0.55122 2.64026 -1.23332
V1 -1.50628 -1.56601 -3.20214
F1 -0.90317 0.25395 -2.41115
C1 0.63554 -0.47628 0.94069
O1 0.11080 0.80040 1.18787
H1 1.49263 -0.75426 1.60685
H2 -0.09913 -1.30261 1.04688
H3 1.01612 -0.43384 -0.07817
H4 -0.19529 0.83840 2.14250

---

[2]
C19H28IrN5 as an isolated structure, computed with wB97M-V/def2-TZVPD.

Output
Molecular weight (g/mol): 518.69
E (eV): -30429.7854
Gap between HOMO and LUMO (alpha / beta) (Ha): 0.21144 / 0.21163
Total charge: +2
HOMO (alpha / beta) (eV): -13.83 / -13.83

Atoms and positions in Å:
Ir1 -0.00781 -0.66053 0.11377
C1 0.78278 -1.05258 3.61935
C2 -0.42428 -0.20408 3.27921
N1 -1.14245 -0.61752 2.04750
C3 -1.89226 -1.88352 2.21378
C4 -2.37768 -2.36498 0.88611
N2 -1.23968 -2.50994 -0.03186
C5 -1.65786 -2.94146 -1.40666
C6 -0.98898 -2.11759 -2.48912
C7 0.49499 -2.31761 -2.60474
N3 1.23400 -1.71090 -1.45398
C8 2.12727 -2.65872 -0.76261
C9 2.62800 -2.02566 0.49240
N4 1.47977 -1.68510 1.34081
C10 1.86517 -0.97131 2.57912
H1 1.17684 -0.68639 4.56775
H2 0.50939 -2.09800 3.79758
H3 -1.11778 -0.23304 4.12295
H4 -0.11078 0.82924 3.13303
H5 -1.80485 0.12804 1.84094
H6 -1.23086 -2.62369 2.66824
H7 -2.74048 -1.75023 2.88709
H8 -2.92135 -3.30503 0.99964
H9 -3.05899 -1.62887 0.45481
H10 -0.60032 -3.20428 0.34613
H11 -1.45911 -4.00750 -1.52562
H12 -2.73182 -2.79003 -1.50390
H13 -1.45633 -2.35242 -3.44659
H14 -1.18369 -1.06157 -2.28744
H15 0.73739 -3.38123 -2.65073
H16 0.83583 -1.86626 -3.53519
H17 1.79327 -0.93647 -1.80215
H18 1.56614 -3.57113 -0.53981
H19 2.97034 -2.94683 -1.39291
H20 3.31815 -2.69002 1.01579
H21 3.16477 -1.10434 0.25720
H22 1.02249 -2.55326 1.61937
H23 2.78709 -1.40933 2.96686
H24 2.06536 0.07132 2.32615
N5 -0.31034 8.81756 -2.85770
C11 -0.26674 7.74156 -2.45936
C12 -0.21512 6.38422 -1.98812
C13 -1.38947 5.75016 -1.57866
C14 -1.34726 4.44034 -1.15876
C15 -0.12530 3.74255 -1.15107
C16 1.05299 4.39555 -1.55825
C17 1.00627 5.70739 -1.97061
C18 -0.08049 2.39747 -0.75124
C19 -0.05778 1.20959 -0.39817
H25 -2.32425 6.29270 -1.59432
H26 -2.25098 3.93884 -0.84067
H27 1.99169 3.85876 -1.54573
H28 1.90508 6.21612 -2.28960

---

[3]
C51H51MoN3O6Se as an isolated structure, computed with wB97M-V/def2-TZVPD.

Output
Molecular weight (g/mol): 976.88
E (eV): -137674.0683
Gap between HOMO and LUMO (alpha / beta) (Ha): 0.25574 / 0.27991
⟨S²⟩: 2.01
HOMO (alpha / beta) (eV): -7.46 / -8.39
Spin multiplicity: 3

Atoms and positions in Å:
Mo1 -0.58955 -0.91995 -0.25255
O1 -1.12124 0.71636 -0.91158
C1 -1.06549 2.11835 -1.09336
C2 -0.41083 2.75593 0.16500
C3 -1.30901 2.59477 1.36802
C4 -1.97961 3.66958 1.93023
C5 -2.89794 3.41952 2.93665
C6 -3.12887 2.11385 3.33450
C7 -2.38956 1.09048 2.74567
C8 -2.54484 -0.34483 3.18837
C9 -2.80254 -1.40477 2.08758
O2 -1.79494 -1.35116 1.10736
C10 -4.16311 -1.20585 1.38833
C11 -5.24782 -0.58116 1.99876
C12 -6.46685 -0.45705 1.33811
C13 -6.62050 -0.95901 0.05450
C14 -5.54572 -1.59391 -0.55770
C15 -4.33227 -1.71957 0.10472
C16 -2.77159 -2.81187 2.69757
C17 -3.35282 -3.09962 3.93346
C18 -3.33786 -4.39270 4.44260
C19 -2.74600 -5.42207 3.72278
C20 -2.17451 -5.14451 2.48776
C21 -2.18475 -3.84961 1.97973
N1 -1.48156 1.34569 1.80599
C22 -2.49528 2.65746 -1.21992
C23 -3.59944 1.85663 -0.95391
C24 -4.88481 2.38791 -1.03007
C25 -5.07218 3.71838 -1.37446
C26 -3.96941 4.51939 -1.65002
C27 -2.68905 3.99034 -1.57457
C28 -0.26106 2.40261 -2.36388
C29 0.98034 3.01976 -2.33672
C30 1.68641 3.24841 -3.51871
C31 1.14866 2.86403 -4.73516
C32 -0.09489 2.23299 -4.76860
C33 -0.78957 2.00258 -3.59280
H1 0.54672 2.26309 0.34702
H2 -0.23855 3.81623 -0.02611
H3 -1.79889 4.67725 1.57423
H4 -3.43998 4.23674 3.39886
H5 -3.86661 1.88615 4.09600
H6 -1.65689 -0.65950 3.74401
H7 -3.35987 -0.38253 3.89711
H8 -5.17518 -0.18576 3.00255
H9 -7.29589 0.03507 1.83471
H10 -7.57100 -0.86531 -0.45956
H11 -5.64602 -2.00292 -1.55684
H12 -3.51455 -2.22434 -0.38935
H13 -3.84331 -2.33068 4.51385
H14 -3.79400 -4.59293 5.40596
H15 -2.74036 -6.43220 4.11858
H16 -1.71764 -5.93487 1.90190
H17 -1.73057 -3.65694 1.01427
H18 -3.46031 0.82071 -0.68593
H19 -5.73381 1.74875 -0.81885
H20 -6.07250 4.13111 -1.43534
H21 -4.10807 5.55700 -1.93258
H22 -1.83219 4.61952 -1.80154
H23 1.41848 3.32577 -1.39293
H24 2.65353 3.73783 -3.48202
H25 1.68743 3.06124 -5.65545
H26 -0.52112 1.92000 -5.71463
H27 -1.75510 1.50610 -3.61466
C34 5.45802 -1.67982 3.07807
C35 4.63068 -0.42909 3.41475
C36 5.43466 0.82998 3.05394
C37 4.34262 -0.41942 4.91691
C38 3.34589 -0.43483 2.59553
C39 2.08526 -0.30408 3.15194
C40 0.97196 -0.31664 2.33995
N2 1.03260 -0.45247 1.01533
C41 2.25081 -0.55372 0.45233
C42 3.39492 -0.54993 1.20916
C43 2.26890 -0.63889 -1.04159
C44 3.41894 -0.57143 -1.79445
C45 3.34940 -0.56441 -3.18681
C46 2.08783 -0.63378 -3.74567
C47 0.97970 -0.72883 -2.93248
N3 1.07000 -0.72079 -1.60225
C48 4.58390 -0.49805 -4.07940
C49 5.87480 -0.40772 -3.26730
C50 4.48127 0.73950 -4.98296
C51 4.63077 -1.76914 -4.94430
H28 6.35739 -1.70406 3.70005
H29 5.77723 -1.69285 2.03182
H30 4.88467 -2.59183 3.26813
H31 6.36469 0.85498 3.63011
H32 4.86511 1.73549 3.28209
H33 5.69290 0.85021 1.99121
H34 5.28744 -0.45012 5.46374
H35 3.75194 -1.28864 5.22013
H36 3.81255 0.48686 5.22447
H37 1.93955 -0.20564 4.21827
H38 -0.02317 -0.21366 2.74550
H39 4.34803 -0.65869 0.70801
H40 4.37427 -0.52113 -1.29262
H41 1.94366 -0.64110 -4.81846
H42 -0.01578 -0.83759 -3.33228
H43 5.89246 0.48258 -2.63048
H44 6.72415 -0.34464 -3.94990
H45 6.02032 -1.29182 -2.63791
H46 4.44128 1.65609 -4.38631
H47 3.58703 0.71043 -5.61090
H48 5.35556 0.79039 -5.63793
H49 4.66297 -2.66647 -4.32008
H50 5.52340 -1.75368 -5.57535
H51 3.75609 -1.84822 -5.59424
O3 0.22312 -3.57116 -2.92980
Se1 -0.80457 -3.36712 -1.69416
O4 -1.65975 -1.90146 -1.83700
O5 0.07958 -2.86144 -0.31228
O6 -1.78881 -4.59415 -1.34138